Record 1
The following is a DFT calculation (ωB97M-V with the def2-TZVPD basis set) of a molecular structure, C30H52BrCaN3P2S at a distorted geometry.

Positions of all 90 atoms, in Å:
N  7.4941  -6.0918  5.3258
C  6.3289  -6.0381  5.9717
C  5.3123  -5.1526  5.5980
C  5.4793  -4.3646  4.4385
C  6.7183  -4.4462  3.7688
C  7.7025  -5.3115  4.2666
C  4.3988  -3.5193  3.9346
Ca  -1.1162  -0.0287  0.1832
P  -3.5369  -1.1818  -5.2068
C  4.1651  -3.2988  2.6126
C  3.0586  -2.5267  2.0653
C  2.8329  -2.5335  0.6738
C  1.7592  -1.8149  0.1072
C  0.9973  -1.0425  0.9539
C  1.1318  -1.0391  2.3249
C  2.2004  -1.7721  2.8909
Br  -1.8035  1.6047  -1.8041
H  3.7362  -3.0956  4.6939
H  4.8280  -3.7723  1.8767
H  4.3948  -5.1277  6.1813
H  6.9169  -3.8513  2.8830
H  6.1970  -6.7162  6.8207
H  8.6800  -5.3678  3.7807
H  3.5159  -3.1212  0.0604
H  2.3919  -1.7735  3.9641
H  1.5595  -1.8952  -0.9635
H  0.4400  -0.4988  2.9748
P  1.2048  1.6424  -0.8136
C  -3.7285  -2.2500  -3.7084
C  -4.3761  -3.5675  -4.1305
H  -4.3552  -1.7054  -2.9890
H  -2.7381  -2.4141  -3.2611
H  -4.8248  -4.0652  -3.2659
H  -5.1633  -3.3950  -4.8741
H  -3.6362  -4.2470  -4.5675
C  -1.7022  -1.3655  -5.4353
C  -1.3109  -0.9422  -6.8490
H  -1.4344  -2.4151  -5.2472
H  -1.2048  -0.7396  -4.6803
H  -0.3680  -1.4177  -7.1362
H  -2.0761  -1.2355  -7.5776
H  -1.1727  0.1426  -6.9145
C  -3.4895  0.4741  -4.4087
C  -4.7704  1.2984  -4.3891
H  -2.6716  1.0335  -4.8846
H  -3.1573  0.2818  -3.3766
H  -4.4999  2.3209  -4.0983
H  -5.2646  1.3398  -5.3665
H  -5.4897  0.9207  -3.6519
C  0.8347  3.4535  -1.0795
C  1.8687  4.5116  -0.7290
H  -0.0853  3.6269  -0.5002
H  0.5584  3.5741  -2.1359
H  2.0715  4.5653  0.3455
H  2.8075  4.3625  -1.2732
H  1.4802  5.4893  -1.0394
C  1.6081  1.1160  -2.5392
C  2.9244  0.3896  -2.7915
H  1.5655  2.0181  -3.1649
H  0.7458  0.4946  -2.8335
H  3.7357  1.1016  -2.9827
H  3.2294  -0.2660  -1.9707
H  2.8327  -0.2224  -3.6963
C  2.8471  1.7380  -0.0081
C  2.7047  2.1046  1.4693
H  3.4211  2.5010  -0.5512
H  3.3696  0.7764  -0.1167
H  3.4261  1.5338  2.0645
H  2.9073  3.1653  1.6534
H  1.7064  1.8809  1.8690
C  -1.5425  2.8571  3.8276
N  -2.9163  3.0487  3.3387
C  -3.7617  3.9131  4.1612
C  -3.4269  2.1586  2.4451
S  -2.6261  0.6176  2.3007
N  -4.4570  2.4855  1.6063
C  -5.6243  3.3115  1.9461
C  -4.6010  1.7237  0.3649
H  -1.4036  3.4952  4.7068
H  -0.8247  3.1366  3.0464
H  -1.3621  1.8080  4.0944
H  -4.0479  4.8162  3.6094
H  -4.6423  3.3826  4.5491
H  -3.1545  4.2331  5.0145
H  -5.8039  4.0475  1.1472
H  -6.5137  2.6701  2.0637
H  -5.5055  3.8655  2.8740
H  -3.8503  2.0514  -0.3759
H  -4.4376  0.6549  0.5654
H  -5.6114  1.8913  -0.0264

Charge: +2
ΔE to the lowest compared entry with this formula, charge and spin: 95.02 kcal per mole

=====

Record 2
The following is a DFT calculation (ωB97M-V with the def2-TZVPD basis set) of a single C5H6O molecule.

Positions of all 12 atoms, in Å:
C  2.6608  -0.0256  0.2341
C  1.5377  0.0361  -0.1965
C  0.1831  0.1005  -0.7601
C  -0.8814  -0.7634  -0.0528
C  -1.3400  0.5751  0.5346
O  -0.5200  1.3022  -0.3970
H  3.6596  -0.0743  0.6097
H  0.2430  -0.0116  -1.8485
H  -1.5989  -1.1802  -0.7630
H  -0.5314  -1.5375  0.6318
H  -1.0118  0.7501  1.5671
H  -2.4007  0.8285  0.4406

SMILES: C#C[C@H]1CCO1
ΔE to the lowest compared entry with this formula, charge and spin: 63.70 kcal per mole

=====

Record 3
The following is a DFT calculation (ωB97M-V with the def2-TZVPD basis set) of a molecular structure, C28H32Co2N3O6 at a distorted geometry.

Positions of all 71 atoms, in Å:
C  -2.3784  1.0742  -1.8531
C  -1.0097  0.8007  -2.4542
C  -1.0408  0.6965  -3.9516
N  -0.5101  -0.4875  -2.0035
N  -0.6508  -1.5438  -2.7945
N  -0.3209  -2.5960  -2.0256
C  -0.6517  -3.9208  -2.7370
C  -0.0717  -3.8438  -4.1178
C  -2.1402  -4.1226  -2.8505
C  0.0246  -2.2094  -0.7629
C  0.4266  -3.3817  0.1913
C  0.8579  -2.8497  1.5545
C  1.6098  -4.1932  -0.3732
C  -0.7226  -4.3830  0.4314
C  -0.0362  -0.7858  -0.7663
C  -0.1499  0.3018  0.3316
H  -2.6656  2.1004  -2.1242
H  -3.1174  0.3778  -2.2864
H  -2.4173  0.9899  -0.7574
H  -0.2631  1.5218  -2.1104
H  -1.3916  1.6510  -4.3653
H  -0.0355  0.4898  -4.3363
H  -1.7099  -0.1211  -4.2596
H  -0.1940  -4.7292  -2.1760
H  -0.4031  -4.7080  -4.7026
H  -0.4417  -2.9339  -4.5941
H  1.0197  -3.8329  -4.1196
H  -2.3286  -4.9831  -3.5066
H  -2.6296  -4.3134  -1.8932
H  -2.5829  -3.2407  -3.3245
H  0.0332  -2.3281  2.0539
H  1.1707  -3.6845  2.2042
H  1.7113  -2.1692  1.4530
H  1.3661  -4.6649  -1.3335
H  2.4912  -3.5523  -0.5075
H  1.8701  -5.0107  0.3232
H  -1.0305  -4.9009  -0.4864
H  -0.3743  -5.1640  1.1310
H  -1.5972  -3.8839  0.8713
H  0.5454  -0.0574  1.0992
H  -1.1642  0.0683  0.7906
O  -0.5948  3.7138  7.0586
C  -0.3724  3.7082  5.9241
Co  -0.0177  3.9350  4.1916
C  -0.0188  5.6622  4.1469
O  -0.0240  6.8176  4.2116
C  1.6865  3.5398  4.0774
O  2.8217  3.3328  3.9775
C  -0.7707  3.5278  2.3769
C  -0.4584  2.4240  1.6562
C  -0.0165  1.8886  0.3479
C  1.4004  2.4731  0.0068
C  1.6000  3.8654  0.0762
C  2.8316  4.4349  -0.2903
C  3.8990  3.5907  -0.6323
C  3.7079  2.2011  -0.7096
C  2.4517  1.6515  -0.4119
Co  -1.2791  1.9631  3.2190
C  -2.0000  1.8223  4.8424
O  -2.5518  1.6068  5.8435
C  0.2153  1.1376  3.6330
O  1.2029  0.5406  3.8038
C  -2.6495  1.1331  2.5009
O  -3.5498  0.6495  1.9446
H  -1.3420  4.4091  2.0195
H  -0.7263  2.3284  -0.3893
H  0.8034  4.5363  0.4179
H  2.9686  5.5224  -0.3107
H  4.8875  3.9947  -0.8938
H  4.5166  1.5324  -1.0251
H  2.2816  0.5804  -0.4745

Charge: -1
ΔE to the lowest compared entry with this formula, charge and spin: 15.11 kcal per mole

=====

Record 4
The following is a DFT calculation (ωB97M-V with the def2-TZVPD basis set) of a single C5H9NO molecule.

Positions of all 16 atoms, in Å:
C  0.4263  -1.0544  1.1031
C  -0.0314  -0.1993  -0.0819
C  -1.2001  -0.8610  -0.8077
C  -0.3594  1.2550  0.3377
O  0.8106  2.0057  -0.0357
C  1.5083  1.1698  -0.8398
N  1.1287  -0.0269  -0.9840
H  0.8391  -2.0030  0.7448
H  -0.4106  -1.2725  1.7775
H  1.2074  -0.5397  1.6741
H  -2.0742  -0.9233  -0.1477
H  -1.4827  -0.2915  -1.6993
H  -0.9344  -1.8760  -1.1190
H  -1.2106  1.6617  -0.2218
H  -0.5292  1.3913  1.4091
H  2.3797  1.6242  -1.3060

SMILES: CC1(C)COC=N1
ΔE to the lowest compared entry with this formula, charge and spin: 20.81 kcal per mole

=====

Record 5
The following is a DFT calculation (ωB97M-V with the def2-TZVPD basis set) of a molecular structure, C23H44Cl3CoN4O3SSi at a distorted geometry.

Positions of all 80 atoms, in Å:
C  4.7040  4.8840  -2.0356
C  5.8720  4.4990  -2.8786
H  4.8873  4.6783  -0.9649
H  3.7937  4.3590  -2.3509
H  4.5080  5.9749  -2.1139
C  6.9533  5.3062  -2.9337
C  7.2139  6.4391  -2.0079
H  7.6834  5.1859  -3.7290
H  7.0803  6.1422  -0.9539
H  6.5689  7.3132  -2.1883
H  8.2445  6.7963  -2.1055
Co  3.6429  1.9431  -4.3274
Cl  3.6544  1.7517  -6.4320
Cl  2.0015  2.9541  -3.3163
C  2.3738  -0.8292  -4.0245
O  3.0164  0.1100  -3.4822
N  2.3997  -2.0978  -3.5912
C  2.9732  -2.4950  -2.3078
C  1.6216  -3.0919  -4.3373
H  1.7228  -0.7066  -4.9194
H  2.3142  -2.2455  -1.4550
H  3.9719  -2.0804  -2.1278
H  3.0432  -3.5866  -2.3569
H  0.5902  -2.7114  -4.4753
H  1.6227  -3.9970  -3.7238
H  2.1088  -3.3011  -5.3081
H  -0.1398  2.6528  1.9356
H  2.5613  3.1026  1.5761
C  0.0935  2.0827  2.8391
C  2.4601  2.9273  2.6620
N  1.5312  1.8383  2.9247
H  -0.4449  1.1219  2.7818
C  2.0578  0.6693  3.3751
O  3.2210  0.4339  3.6658
H  3.4389  2.6468  3.0693
H  1.3347  -0.1578  3.4659
H  -0.2673  2.6506  3.7148
H  2.0866  3.8485  3.1348
O  5.0026  2.1984  -3.2027
C  5.8053  3.2458  -3.7835
C  8.2993  2.7074  -3.4053
C  7.1388  2.6191  -4.1805
H  8.3344  3.4060  -2.5691
C  9.4051  1.8832  -3.6605
H  5.2906  3.6035  -4.7121
C  7.1371  1.7613  -5.2837
H  10.2405  1.8676  -2.9543
C  9.4216  1.0996  -4.8165
C  8.2900  1.0592  -5.6484
H  6.2059  1.6288  -5.8414
H  10.3293  0.5587  -5.0888
H  8.2790  0.4418  -6.5498
Si  5.2928  1.2615  -1.2354
Cl  3.0617  -0.3897  0.3640
C  6.9325  2.1229  -0.6959
C  5.8911  -0.2936  -2.0413
C  4.0097  2.1004  -0.2190
H  7.8430  1.6227  -1.0642
H  6.9131  2.0453  0.4057
H  6.9861  3.1965  -0.9613
H  4.3659  2.8277  0.5348
H  3.5838  1.1955  0.4024
H  3.2292  2.5143  -0.8640
H  6.9438  -0.1148  -2.3196
H  5.3257  -0.5209  -2.9548
H  5.8991  -1.1665  -1.3807
C  -3.1614  0.7212  1.0421
N  -1.9357  -0.0052  0.7054
C  -1.3566  -0.9362  1.5165
S  0.3265  -1.1686  1.5567
N  -2.1780  -1.7655  2.2167
C  -3.3356  -2.3634  1.5364
H  -3.3730  0.6244  2.1111
H  -4.0130  0.3702  0.4469
H  -3.0150  1.7768  0.7823
H  -1.2239  0.5934  0.2870
H  -1.6690  -2.4108  2.8462
H  -3.4281  -3.4188  1.8260
H  -4.2263  -1.8003  1.8462
H  -3.2569  -2.3275  0.4390

Energy: -4798.6594 a.u.
Charge: -1
Spin multiplicity: 4

=====

Record 6
The following is a DFT calculation (ωB97M-V with the def2-TZVPD basis set) of a molecular structure, C31H40BHfN13S at a distorted geometry.

Positions of all 87 atoms, in Å:
Hf  -1.0538  0.4942  0.7349
C  -1.5999  3.4961  -0.6019
N  -1.3098  2.0906  -1.0136
C  -0.1964  2.1286  -1.9902
C  -2.5584  1.5222  -1.5483
C  -2.8768  1.5471  -2.8977
C  -4.0864  1.0143  -3.3176
C  -4.9621  0.4590  -2.3915
C  -4.6536  0.4442  -1.0415
C  -3.4550  1.0028  -0.5977
N  -2.9976  1.0343  0.7394
C  -3.6933  1.3580  1.9167
C  -5.0727  1.4389  2.0772
C  -5.6043  1.7369  3.3246
C  -4.7793  1.9660  4.4140
C  -3.4003  1.9225  4.2567
C  -2.8640  1.6175  3.0189
N  -1.4032  1.6579  2.7715
C  -0.6443  1.0384  3.8994
C  -0.9901  3.0883  2.6677
H  -1.8905  4.0718  -1.4822
H  -2.4225  3.5053  0.1070
H  -0.7110  3.9462  -0.1605
H  -0.3792  2.8698  -2.7698
H  0.7165  2.4109  -1.4645
H  -0.0644  1.1506  -2.4494
H  -2.1989  1.9751  -3.6234
H  -4.3460  1.0320  -4.3669
H  -5.8977  0.0321  -2.7262
H  -5.3293  -0.0193  -0.3381
H  -5.7351  1.2867  1.2391
H  -6.6781  1.7919  3.4408
H  -5.2028  2.1976  5.3810
H  -2.7632  2.1417  5.1030
H  -0.6750  1.6790  4.7799
H  -1.0700  0.0723  4.1500
H  0.3997  0.9159  3.6110
H  -0.9223  3.5301  3.6625
H  -0.0079  3.1699  2.1949
H  -1.7261  3.6438  2.0975
C  -1.8841  -2.9319  3.3794
C  -2.2803  -1.7481  2.7824
N  -1.3385  -1.3308  1.9196
N  -0.3364  -2.2539  1.9406
C  -0.6489  -3.2160  2.8192
B  0.8778  -2.1563  0.9611
N  1.7102  -0.8553  1.2896
C  2.9630  -0.7047  1.7341
C  3.2633  0.6493  1.8109
C  2.1145  1.2861  1.3909
N  1.1611  0.3890  1.0782
N  0.2786  -1.9900  -0.4885
C  0.6006  -2.7043  -1.5743
C  -0.2019  -2.3047  -2.6296
C  -1.0034  -1.3056  -2.1032
N  -0.7050  -1.1005  -0.8096
N  1.6700  -3.4269  1.0000
C  1.1768  -4.6843  0.7729
C  2.2170  -5.5647  0.8469
C  3.3396  -4.7560  1.1239
N  3.0126  -3.4837  1.2083
H  -2.4152  -3.5104  4.1145
H  -3.1808  -1.1706  2.9268
H  0.0174  -4.0435  2.9956
H  3.5551  -1.5791  1.9468
H  4.1842  1.0937  2.1450
H  1.9195  2.3442  1.3027
H  1.3555  -3.4714  -1.5236
H  -0.2224  -2.7081  -3.6266
H  -1.7976  -0.7484  -2.5735
H  0.1308  -4.8540  0.5700
H  2.1812  -6.6336  0.7297
H  4.3650  -5.0572  1.2662
C  7.1952  0.1184  -3.5414
N  5.8645  0.2238  -2.9212
C  4.6730  0.0864  -3.4693
S  3.3091  -0.0026  -2.3690
N  4.3983  0.0052  -4.7577
C  5.2719  0.2600  -5.9146
H  7.8989  -0.1309  -2.7528
H  7.4918  1.0629  -3.9917
H  7.2085  -0.6795  -4.2765
H  5.8519  0.4203  -1.9312
H  3.4552  -0.2855  -4.9687
H  5.8477  -0.6260  -6.1719
H  5.9287  1.1000  -5.7149
H  4.6308  0.5177  -6.7524

Charge: +3
Spin multiplicity: 2
ΔE to the lowest compared entry with this formula, charge and spin: 24.08 kcal per mole

=====

Record 7
The following is a DFT calculation (ωB97M-V with the def2-TZVPD basis set) of a molecular structure, C24H22N6O3SZn at a distorted geometry.

Positions of all 57 atoms, in Å:
Zn  0.5182  0.0256  -0.5056
C  -2.9238  2.4791  0.3432
C  -2.0276  1.2983  0.2119
N  -0.7934  1.2662  0.3670
N  -0.1635  2.4652  0.6048
C  1.1059  2.3395  0.6661
O  1.7297  1.2683  0.3423
C  1.9067  3.5544  0.9889
C  3.2594  3.4842  1.1181
C  4.0448  4.6326  1.3920
C  3.4622  5.9053  1.4094
C  2.0514  6.0209  1.2439
C  1.3372  4.8509  0.9610
C  -2.5887  0.0158  -0.3235
C  -3.8421  -0.0461  -0.9611
C  -4.1957  -1.2632  -1.4715
C  -3.4157  -2.3992  -1.2578
C  -2.2728  -2.2355  -0.5036
N  -1.8225  -1.0391  -0.1015
H  -2.5576  3.0773  1.1402
H  -2.9565  2.9589  -0.6218
H  -3.8983  2.1425  0.6936
H  3.7104  2.5327  1.2130
H  5.1029  4.5548  1.5871
H  4.0359  6.7704  1.6392
H  1.5574  6.9913  1.3224
H  0.2161  4.9287  0.8398
H  -4.5081  0.7938  -1.0282
H  -5.1585  -1.3676  -2.0026
H  -3.6746  -3.3500  -1.7260
H  -1.6056  -3.0673  -0.3386
N  2.7671  -5.6276  3.1885
C  1.8015  -4.7165  3.3503
S  0.5616  -5.0129  4.4173
C  1.7626  -3.5706  2.3886
C  1.7581  -3.8443  1.0232
C  1.4399  -2.7549  0.1977
N  1.3114  -1.4896  0.6516
C  1.4070  -1.2819  1.9624
C  1.6035  -2.3183  2.8787
H  2.7238  -6.4157  3.8408
H  3.6159  -5.3945  2.6769
H  1.6964  -4.8381  0.6276
H  1.2156  -2.9249  -0.8731
H  1.3604  -0.2811  2.2526
H  1.5335  -2.1597  3.9493
O  0.6136  -2.3510  -2.6885
C  -0.1454  -1.4359  -2.9859
C  -1.1917  -1.4761  -4.0985
C  -1.7701  -0.1092  -4.1162
C  -1.0636  0.6034  -2.9965
O  -1.3762  1.7109  -2.5960
N  -0.1445  -0.2329  -2.3837
H  -1.8623  -2.3159  -3.8677
H  -0.8251  -1.7747  -5.0973
H  -2.7929  0.0065  -3.8657
H  -1.6329  0.4170  -5.0779

Energy: -3659.6263 a.u.

=====

Record 8
The following is a DFT calculation (ωB97M-V with the def2-TZVPD basis set) of a single C4H4N2O molecule.

Positions of all 11 atoms, in Å:
N  2.7901  -0.4624  0.6213
C  1.6651  -0.5440  0.1550
C  0.4495  -0.4236  -0.3524
C  -0.7337  -0.3892  0.5017
C  -1.7463  0.4973  0.4258
N  -1.7733  1.6740  -0.3756
O  -0.9960  1.6856  -1.3124
H  3.3249  -1.3174  0.7499
H  0.3648  -0.2290  -1.4123
H  -0.7888  -1.1232  1.3033
H  -2.5711  0.4610  1.1289

SMILES: N=C=C/C=C\N=O
ΔE to the lowest compared entry with this formula, charge and spin: 102.32 kcal per mole